Record 1
Entry from OMol25: the molecule C10H19ClOSi at a distorted geometry (ωB97M-V/def2-TZVPD).

Positions of all 32 atoms, in Å:
1 C -3.252 2.686 -0.184
2 C -2.577 1.552 0.629
3 C -2.323 0.247 -0.083
4 Cl -3.707 -0.909 0.324
5 C -0.978 -0.331 0.367
6 C -0.385 -1.478 -0.425
7 Si -0.231 -1.435 -2.406
8 C 1.218 -1.758 -0.001
9 C 1.147 -2.515 1.355
10 C 1.965 -0.474 0.269
11 C 2.787 0.409 0.515
12 C 3.802 1.378 0.784
13 O 4.289 2.251 -0.217
14 H -3.127 3.688 0.315
15 H -4.323 2.482 -0.255
16 H -2.555 2.563 -1.063
17 H -1.637 2.010 0.891
18 H -3.110 1.193 1.539
19 H -2.340 0.378 -1.149
20 H -1.145 -0.589 1.422
21 H -0.272 0.481 0.327
22 H -0.964 -2.323 -0.102
23 H -1.486 -0.996 -2.991
24 H 0.384 -2.771 -2.945
25 H 0.805 -0.467 -2.854
26 H 1.789 -2.212 -0.810
27 H 0.560 -1.949 2.109
28 H 2.254 -2.534 1.707
29 H 0.764 -3.530 1.179
30 H 3.390 2.083 1.491
31 H 4.623 1.016 1.272
32 H 4.634 1.852 -1.012

Results
energy above the lowest of the compared OMol25 structures with the same formula, charge and spin	93.56	kcal/mol
lowest unoccupied orbital energy	0.6583	eV
SMILES string	CC[C@H](Cl)C[C@@H]([SiH3])[C@H](C)C#CCO
frontier orbital gap	10.20	eV

Record 2
Entry from OMol25: a structure of composition C10H19CrF6N2O8S2 at a distorted geometry (ωB97M-V/def2-TZVPD).

Positions of all 48 atoms, in Å:
1 Cr 0.062 -0.280 0.390
2 C 0.816 1.078 -3.840
3 F 1.589 0.080 -4.222
4 F 0.908 2.125 -4.645
5 F -0.449 0.639 -3.895
6 S 1.266 1.595 -2.060
7 O 2.224 0.590 -1.699
8 O 1.754 2.935 -2.051
9 N -0.046 1.297 -1.046
10 S -1.175 2.401 -1.371
11 O -1.250 2.847 -2.728
12 O -2.419 1.941 -0.808
13 C -0.733 3.896 -0.315
14 F -1.817 4.489 0.178
15 F -0.030 3.423 0.729
16 F 0.011 4.778 -0.950
17 O 3.403 -2.253 2.717
18 C 3.503 -0.924 2.563
19 C 2.189 -0.139 2.277
20 O 1.071 -0.903 1.922
21 H 4.262 -0.680 1.761
22 H 4.032 -0.397 3.406
23 H 2.343 0.579 1.431
24 H 1.964 0.534 3.130
25 C 2.239 -2.263 -0.806
26 O 0.838 -1.961 -0.861
27 C -0.013 -3.079 -1.128
28 C -1.447 -2.546 -0.957
29 N -1.549 -1.752 0.285
30 C -2.837 -0.995 0.355
31 C -2.739 -0.036 1.548
32 O -1.481 0.624 1.589
33 C -1.516 1.523 2.691
34 H 2.366 -3.137 -0.167
35 H 2.746 -1.413 -0.365
36 H 2.684 -2.433 -1.792
37 H 0.153 -3.834 -0.356
38 H 0.204 -3.320 -2.169
39 H -2.061 -3.453 -0.853
40 H -1.788 -1.997 -1.834
41 H -1.649 -2.490 0.975
42 H -3.536 -1.806 0.604
43 H -3.189 -0.538 -0.565
44 H -2.880 -0.702 2.413
45 H -3.606 0.629 1.580
46 H -0.527 1.980 2.702
47 H -1.627 1.038 3.663
48 H -2.267 2.307 2.576

Results
multiplicity	5
net charge	-1
energy above the lowest of the compared OMol25 structures with the same formula, charge and spin	7.74	kcal/mol
lowest unoccupied orbital energy (spin up / spin down)	2.1627 / 2.1462	eV
expectation value of S²	6.02
frontier orbital gap (spin up / spin down)	4.04 / 4.03	eV

Record 3
Entry from OMol25: a cluster of 2 separate species, C10H19FNO2 in total at a distorted geometry (ωB97M-V/def2-TZVPD).

Positions of all 33 atoms, in Å:
1 C 3.431 -0.436 -0.652
2 C 2.326 -0.070 -0.067
3 C 1.240 0.698 -0.677
4 C 2.164 -0.316 1.404
5 C -0.129 -3.066 -0.439
6 C -1.055 2.858 0.987
7 C -1.216 -1.951 -0.656
8 C -1.477 -1.249 0.682
9 C -2.215 0.006 0.551
10 C -0.823 1.698 0.086
11 N -1.088 1.958 -1.330
12 O 1.303 1.302 -1.813
13 O 0.361 1.020 0.220
14 F -3.002 0.038 -0.601
15 H 4.209 -0.822 0.013
16 H 3.580 -0.273 -1.730
17 H 1.115 -0.351 1.751
18 H 2.774 -1.132 1.627
19 H 2.611 0.605 1.828
20 H -0.150 -3.672 -1.244
21 H 0.812 -2.794 -0.174
22 H -0.631 -3.703 0.161
23 H -0.541 2.666 1.910
24 H -1.988 3.258 1.291
25 H -0.445 3.683 0.536
26 H -0.931 -1.114 -1.373
27 H -2.134 -2.601 -0.961
28 H -2.022 -1.890 1.335
29 H -0.531 -1.042 1.120
30 H -2.692 0.509 1.395
31 H 0.410 1.867 -2.013
32 H -1.895 1.439 -1.581
33 H -1.373 2.879 -1.588

Results
net charge	+1
energy above the lowest of the compared OMol25 structures with the same formula, charge and spin	83.09	kcal/mol
lowest unoccupied orbital energy	-4.4470	eV
frontier orbital gap	8.12	eV

Record 4
Entry from OMol25: a structure of composition C10H19GeNO5Rh at a distorted geometry (ωB97M-V/def2-TZVPD).

Positions of all 37 atoms, in Å:
1 Rh 0.327 1.340 -0.252
2 O 0.337 -2.877 -2.362
3 C -0.350 -2.120 -1.370
4 C -1.224 -1.021 -1.994
5 N -0.415 0.257 -2.157
6 C 0.837 0.016 -2.874
7 C 1.895 -0.460 -1.862
8 O 2.643 -1.382 -2.270
9 O 2.038 0.257 -0.814
10 C -1.258 1.346 -2.761
11 C -0.622 2.667 -2.809
12 O -0.731 3.464 -3.781
13 O 0.065 2.928 -1.766
14 H 1.245 -2.526 -2.526
15 H 0.331 -1.663 -0.579
16 H -1.106 -2.750 -0.911
17 H -2.077 -0.756 -1.376
18 H -1.607 -1.379 -2.984
19 H 1.216 0.956 -3.346
20 H 0.612 -0.687 -3.678
21 H -2.282 1.408 -2.214
22 H -1.447 1.098 -3.764
23 C -1.057 -1.168 3.829
24 Ge -0.040 0.292 2.915
25 C 0.253 1.759 4.192
26 C 1.795 -0.625 2.519
27 C -0.781 0.980 1.351
28 H -0.537 -1.857 4.479
29 H -1.340 -1.717 2.909
30 H -1.909 -0.770 4.401
31 H 0.535 1.357 5.216
32 H -0.725 2.279 4.161
33 H 1.080 2.390 3.799
34 H 2.040 -1.251 3.392
35 H 2.596 -0.031 2.191
36 H 1.457 -1.246 1.650
37 H -1.794 1.493 1.447

Results
multiplicity	5
net charge	-1
lowest unoccupied orbital energy (spin up / spin down)	3.0686 / 2.2269	eV
expectation value of S²	6.01
frontier orbital gap (spin up / spin down)	7.60 / 8.44	eV

Record 5
Entry from OMol25: a structure of composition C10H19N3O4 at a distorted geometry (ωB97M-V/def2-TZVPD).

Positions of all 36 atoms, in Å:
1 C 0.522 0.936 -1.067
2 C 0.344 -0.027 0.041
3 C 0.664 2.270 -0.548
4 C 0.896 3.247 -1.727
5 C 1.671 2.828 -2.916
6 C -0.346 -1.986 0.960
7 C -0.739 -3.297 0.134
8 C -1.360 -1.775 2.176
9 C -1.532 -2.732 3.384
10 C -1.238 -0.167 2.475
11 H -1.260 1.231 -2.217
12 H 0.113 1.336 -3.082
13 H 1.625 0.569 -1.468
14 H -0.182 2.471 -0.018
15 H 1.465 2.348 0.123
16 H -0.036 3.238 -2.140
17 H 1.239 4.157 -1.162
18 H 3.481 3.212 -3.943
19 H 3.517 3.602 -2.203
20 H -0.773 -1.442 -1.102
21 H 0.834 -2.086 1.260
22 H -2.508 -2.010 1.876
23 H -2.337 -2.492 4.127
24 H -1.450 -3.822 3.283
25 H -0.739 -2.558 4.320
26 H -0.423 0.426 1.424
27 H -0.553 -0.505 3.421
28 H -2.601 0.497 2.745
29 H -0.429 -5.041 -0.067
30 N -0.354 0.585 -2.336
31 N 2.917 3.136 -3.018
32 N -0.593 -0.880 0.027
33 O 0.811 0.315 1.081
34 O 1.105 2.120 -3.794
35 O -1.359 -3.302 -0.900
36 O -0.390 -4.400 0.854

Results
energy above the lowest of the compared OMol25 structures with the same formula, charge and spin	281.32	kcal/mol
lowest unoccupied orbital energy	0.2477	eV
frontier orbital gap	8.52	eV

Record 6
Entry from OMol25: the molecule C10H19N5O5 at a distorted geometry (ωB97M-V/def2-TZVPD).

Positions of all 39 atoms, in Å:
1 H -1.191 -1.660 -4.343
2 N -1.450 -1.663 -3.348
3 C -0.977 -2.685 -2.723
4 N -0.494 -3.837 -3.292
5 N -1.103 -2.833 -1.361
6 C -0.190 -3.636 -0.573
7 C 0.100 -3.046 0.876
8 C 0.405 -1.568 0.857
9 C 1.196 -0.983 2.000
10 N 0.759 -1.370 3.305
11 C 0.945 0.638 1.938
12 O 0.637 1.214 2.973
13 N 1.196 1.161 0.690
14 C 0.685 2.329 -0.015
15 C -0.844 2.335 -0.024
16 C -1.530 1.312 -0.983
17 O -2.669 1.345 -1.262
18 O -0.645 0.466 -1.487
19 C 1.225 3.713 0.620
20 O 1.525 4.698 -0.029
21 O 1.143 3.732 1.956
22 H -0.430 -4.724 -2.826
23 H -0.459 -3.872 -4.265
24 H -1.323 -1.866 -0.991
25 H 0.747 -3.735 -1.112
26 H -0.627 -4.634 -0.422
27 H -0.758 -3.189 1.494
28 H 0.901 -3.633 1.361
29 H 0.826 -1.277 -0.122
30 H -0.602 -1.005 0.871
31 H 2.265 -1.073 1.772
32 H 0.870 -0.582 3.893
33 H 1.227 -2.168 3.718
34 H 1.521 0.395 0.070
35 H 0.982 2.311 -1.053
36 H -1.112 2.262 1.050
37 H -1.172 3.330 -0.336
38 H -1.067 -0.083 -2.195
39 H 1.024 2.909 2.451

Results
energy above the lowest of the compared OMol25 structures with the same formula, charge and spin	19.33	kcal/mol
lowest unoccupied orbital energy	0.3026	eV
SMILES string	[H]/N=C(\N)NCCC[C@H](N)C(=O)N[C@@H](CC(=O)O)C(=O)O
frontier orbital gap	9.71	eV

Record 7
Entry from OMol25: the molecule C10H19NO2 at a distorted geometry (ωB97M-V/def2-TZVPD).

Positions of all 32 atoms, in Å:
1 N -0.751 -2.710 0.587
2 C 0.070 -1.545 0.403
3 C -0.824 -0.267 0.438
4 C -1.974 -0.440 -0.619
5 C -2.948 -1.544 -0.236
6 O -3.178 -2.583 -0.833
7 O -3.741 -1.066 0.797
8 C -0.188 1.198 0.352
9 C 0.178 1.652 -1.076
10 C 1.470 1.062 -1.502
11 C 2.609 1.463 -0.604
12 C 2.357 0.755 0.819
13 C 1.038 1.222 1.359
14 H -0.456 -3.173 1.380
15 H -0.693 -3.347 -0.190
16 H 0.870 -1.531 1.361
17 H 0.751 -1.462 -0.474
18 H -1.262 -0.289 1.402
19 H -2.593 0.436 -0.753
20 H -1.603 -0.460 -1.673
21 H -4.310 -1.852 0.816
22 H -1.025 1.787 0.687
23 H -0.584 1.357 -1.910
24 H 0.145 2.671 -1.172
25 H 1.532 -0.077 -1.547
26 H 1.700 1.400 -2.582
27 H 2.560 2.565 -0.369
28 H 3.589 1.168 -1.136
29 H 2.439 -0.332 0.697
30 H 3.225 0.916 1.454
31 H 0.711 0.780 2.340
32 H 0.887 2.246 1.784

Results
energy above the lowest of the compared OMol25 structures with the same formula, charge and spin	16.60	kcal/mol
lowest unoccupied orbital energy	0.8249	eV
SMILES string	NC[C@H](CC(=O)O)C1CCCCC1
frontier orbital gap	10.11	eV

Record 8
Entry from OMol25: a structure of composition C10H19NO2S at a distorted geometry (ωB97M-V/def2-TZVPD).

Positions of all 33 atoms, in Å:
1 C -2.773 -1.414 -0.061
2 C 3.717 -0.141 -0.188
3 C 3.005 -1.162 0.695
4 C 2.927 1.163 -0.233
5 C 1.588 -1.409 0.188
6 C 1.508 0.915 -0.736
7 C -2.278 0.299 1.323
8 C -1.534 -0.827 0.591
9 C 0.783 -0.103 0.149
10 C -3.314 2.070 -0.621
11 N -0.576 -0.265 -0.342
12 O -4.918 0.290 0.498
13 O -2.564 -2.012 -1.264
14 S -3.552 0.312 0.002
15 H 4.722 0.045 0.195
16 H 3.812 -0.542 -1.200
17 H 3.563 -2.100 0.706
18 H 2.961 -0.787 1.720
19 H 2.885 1.595 0.770
20 H 3.429 1.881 -0.885
21 H 1.628 -1.828 -0.822
22 H 1.086 -2.138 0.830
23 H 0.942 1.848 -0.749
24 H 1.542 0.532 -1.759
25 H -2.718 -0.015 2.263
26 H -1.720 1.222 1.422
27 H -1.088 -1.568 1.274
28 H 0.711 0.303 1.166
29 H -3.559 2.739 0.192
30 H -2.279 2.148 -0.924
31 H -3.985 2.217 -1.457
32 H -0.572 -0.821 -1.192
33 H -3.379 -2.446 -1.550

Results
energy above the lowest of the compared OMol25 structures with the same formula, charge and spin	102.80	kcal/mol
lowest unoccupied orbital energy	0.4420	eV
frontier orbital gap	8.20	eV

Record 9
Entry from OMol25: the molecule C10H19NO5 (ωB97M-V/def2-TZVPD).

Positions of all 35 atoms, in Å:
1 C -3.554 -1.648 -0.332
2 C -2.411 -0.657 -0.397
3 O -2.401 0.311 0.324
4 N -1.372 -0.863 -1.348
5 C -1.648 -0.172 -2.615
6 C -0.923 -2.251 -1.467
7 C 0.599 -2.360 -1.299
8 C 1.143 -1.625 -0.069
9 C 2.443 -0.843 -0.317
10 O 2.208 0.577 -0.330
11 C 2.199 1.151 0.875
12 O 2.238 0.571 1.928
13 O 2.156 2.492 0.729
14 C 1.048 3.134 1.392
15 C 1.394 3.640 2.788
16 O 0.747 2.834 3.762
17 H -3.426 -2.308 0.530
18 H -4.473 -1.083 -0.170
19 H -3.657 -2.255 -1.232
20 H -2.685 0.176 -2.671
21 H -1.010 0.709 -2.725
22 H -1.458 -0.833 -3.463
23 H -1.186 -2.655 -2.454
24 H -1.431 -2.891 -0.739
25 H 0.875 -3.419 -1.238
26 H 1.063 -1.987 -2.220
27 H 0.412 -0.904 0.301
28 H 1.320 -2.333 0.745
29 H 2.840 -1.063 -1.310
30 H 3.188 -1.076 0.443
31 H 0.198 2.449 1.458
32 H 0.771 3.966 0.747
33 H 1.088 4.689 2.886
34 H 2.485 3.604 2.892
35 H 1.222 2.921 4.594

Results
energy above the lowest of the compared OMol25 structures with the same formula, charge and spin	0.00	kcal/mol
lowest unoccupied orbital energy	0.8485	eV
SMILES string	CC(=O)N(C)CCCCOC(=O)OCCO
frontier orbital gap	9.97	eV

Record 10
Entry from OMol25: a cluster of 2 separate species, C10H19O5 in total at a distorted geometry (ωB97M-V/def2-TZVPD).

Positions of all 34 atoms, in Å:
1 C 0.372 -1.606 -1.106
2 C -0.151 -1.598 -2.544
3 C -1.461 -0.825 -2.737
4 C -2.666 -1.343 -1.950
5 C -3.153 -2.716 -2.470
6 C -3.877 -0.352 -1.977
7 O -3.910 0.419 -2.953
8 O -4.600 -0.362 -0.951
9 H 1.298 -2.185 -1.013
10 H 0.583 -0.582 -0.769
11 H -0.359 -2.037 -0.412
12 H -0.266 -2.635 -2.894
13 H 0.618 -1.142 -3.187
14 H -1.735 -0.812 -3.800
15 H -1.289 0.227 -2.465
16 H -2.394 -1.445 -0.891
17 H -4.136 -2.619 -2.945
18 H -3.250 -3.453 -1.667
19 H -2.464 -3.132 -3.221
20 C 1.040 3.972 2.584
21 C 0.636 2.611 2.063
22 O 1.780 1.827 1.667
23 C 2.454 1.251 2.653
24 O 2.213 1.327 3.833
25 O 3.476 0.574 2.121
26 C 4.279 -0.128 3.070
27 H 1.632 4.503 1.839
28 H 0.144 4.558 2.792
29 H 1.617 3.884 3.504
30 H 0.051 2.692 1.151
31 H 0.063 2.049 2.799
32 H 3.667 -0.802 3.667
33 H 4.791 0.570 3.731
34 H 4.998 -0.689 2.480

Results
net charge	-1
energy above the lowest of the compared OMol25 structures with the same formula, charge and spin	0.00	kcal/mol
lowest unoccupied orbital energy	2.4761	eV
frontier orbital gap	6.36	eV

Record 11
Entry from OMol25: a cluster of 3 separate species, C10H20 in total (ωB97M-V/def2-TZVPD).

Positions of all 30 atoms, in Å:
1 C 1.124 -0.233 -0.378
2 C 0.368 -1.271 0.220
3 C -0.569 -2.035 -0.688
4 C 1.069 -2.123 1.262
5 H 1.293 -0.319 -1.443
6 H 2.005 0.078 0.174
7 H 0.004 -2.614 -1.420
8 H -1.195 -2.726 -0.123
9 H -1.225 -1.359 -1.241
10 H 1.748 -2.821 0.759
11 H 1.669 -1.518 1.945
12 H 0.356 -2.705 1.848
13 C -0.865 1.770 0.109
14 C 0.233 1.599 -0.752
15 C -0.109 1.464 -2.229
16 C 1.455 2.466 -0.499
17 H -1.874 1.704 -0.282
18 H -0.756 2.354 1.016
19 H -0.909 0.740 -2.393
20 H -0.446 2.430 -2.618
21 H 0.755 1.156 -2.823
22 H 2.334 2.094 -1.031
23 H 1.263 3.485 -0.851
24 H 1.695 2.518 0.565
25 C -0.959 -0.439 1.629
26 C -2.081 -1.119 1.920
27 H -0.285 -0.176 2.440
28 H -0.980 0.415 0.803
29 H -2.809 -1.372 1.156
30 H -2.310 -1.445 2.928

Results
energy above the lowest of the compared OMol25 structures with the same formula, charge and spin	116.91	kcal/mol
lowest unoccupied orbital energy	0.5796	eV
SMILES string	C=C(C)C.C=C(C)C.C=C
frontier orbital gap	7.79	eV

Record 12
Entry from OMol25: a cluster of 2 separate species, C10H20 in total at a distorted geometry (ωB97M-V/def2-TZVPD).

Positions of all 30 atoms, in Å:
1 C -2.452 -0.755 0.995
2 C -2.639 -1.299 -0.387
3 C -3.259 -0.066 -1.204
4 C -2.817 1.266 -0.406
5 C -2.409 0.815 1.000
6 H -3.147 -1.112 2.074
7 H -1.580 -1.126 1.532
8 H -3.182 -2.235 -0.543
9 H -1.521 -1.249 -0.724
10 H -4.279 -0.472 -1.167
11 H -3.018 -0.431 -2.201
12 H -3.560 2.108 -0.504
13 H -1.869 1.527 -0.950
14 H -3.188 1.166 1.871
15 H -1.503 1.189 1.363
16 C 2.462 1.373 0.086
17 C 2.718 0.221 1.217
18 C 2.668 -1.167 0.493
19 C 3.241 -0.648 -0.999
20 C 2.266 0.544 -1.254
21 H 1.434 1.774 0.331
22 H 3.278 2.255 0.090
23 H 2.071 0.121 2.125
24 H 3.690 0.277 1.769
25 H 1.662 -1.642 0.536
26 H 3.513 -1.887 0.791
27 H 3.452 -1.451 -1.922
28 H 4.261 -0.320 -0.752
29 H 1.275 -0.005 -1.166
30 H 2.434 1.228 -2.095

Results
energy above the lowest of the compared OMol25 structures with the same formula, charge and spin	100.83	kcal/mol
lowest unoccupied orbital energy	0.9341	eV
SMILES string	C1CCCC1.C1CCCC1
frontier orbital gap	10.70	eV

Going through the records in order, we get E values of -33121.9420 -96432.0346 -18969.9980 -81928.1804 -23328.5456 -28367.3187 -16261.9732 -27095.0540 -22404.8293 -20917.5075 -10689.5111 -10690.2086 eV.